{"formula": "C2H4NO2S", "method": "the ωB97M-V functional and the def2-TZVPD basis", "energy_ev": -18547.672, "homo_lumo_gap_ev": 9.990, "lumo_ev": -7.1, "de_lowest_kj_mol": 131.2, "homo_ev": -17.045, "charge": 1, "symbols": ["S", "O", "O", "N", "C", "C", "H", "H", "H", "H"], "positions_angstrom": [[0.3100, 2.4912, 1.0957], [1.5802, 3.0760, 1.1759], [-0.7036, 2.7071, 2.0468], [0.1244, -1.4650, 0.5399], [0.1374, 1.3624, -0.1991], [-0.3408, -2.3943, 0.9598], [-0.4174, 0.4112, 0.0862], [-0.4353, -3.4484, 1.1351], [-0.4622, 1.5831, -1.1231], [1.1815, 1.3999, -0.5619]]}